(1)
An isolated molecule of C13H23N. Source: the OMol25 dataset; level of theory: ωB97M-V/def2-TZVPD.

Atoms and positions in Å:
C  -2.209175  -2.854288  -0.791538
C  -1.092551  -2.290139  -1.426417
N  -0.330515  -0.274038  0.597403
C  -0.935741  -0.799629  -1.701073
C  0.682382  -0.809371  1.559985
C  -1.425682  0.425656  1.250309
C  -0.163749  -1.132264  2.684399
C  -1.469301  -0.359060  2.549335
C  2.122763  2.260610  -0.804702
C  0.687139  2.585995  -0.432614
C  2.487726  0.789394  -0.833229
C  -0.261996  1.577894  -1.183484
C  1.414531  -0.185481  -1.248107
C  0.017816  0.081958  -0.830124
H  -3.053832  -2.401303  -0.283414
H  -2.283126  -3.951346  -0.725081
H  -0.319303  -3.044726  -1.837712
H  -0.665991  -0.601227  -2.755923
H  -1.951766  -0.317407  -1.542835
H  1.298666  -1.692056  1.195324
H  1.447847  -0.082847  1.818488
H  -1.147096  1.383229  1.548306
H  -2.381516  0.409737  0.794618
H  -0.481138  -2.219439  2.780553
H  0.279634  -0.731639  3.562802
H  -1.731106  0.275752  3.392690
H  -2.320804  -0.964826  2.428285
H  2.254014  2.652881  -1.841716
H  2.780156  2.675288  -0.133551
H  0.417637  3.564502  -0.622528
H  0.673697  2.452263  0.751460
H  2.899013  0.592752  0.114913
H  3.223252  0.699935  -1.595636
H  -0.222269  1.786181  -2.275623
H  -1.330671  1.787933  -0.820113
H  1.680538  -1.207654  -1.024990
H  1.410518  -0.083221  -2.318458

Atomic forces in eV per Å
2.881 0.000 -1.357
-1.841 -1.700 0.902
1.383 0.162 -2.287
-1.299 0.851 0.020
0.493 0.149 -2.979
2.222 -1.739 1.370
-2.283 -1.579 2.215
-0.875 0.677 -0.021
-1.775 -0.195 -2.896
0.367 -3.832 2.550
-0.764 0.299 -0.088
-1.466 0.824 1.836
0.557 -0.120 0.023
-1.495 -0.169 0.748
0.273 0.787 -0.367
0.342 0.487 -0.101
-1.272 1.435 0.686
-0.224 -0.341 0.284
0.907 -0.698 -0.291
-1.125 0.861 -0.061
0.127 0.530 0.174
0.287 2.365 -0.118
-0.681 -0.064 -1.027
1.031 1.194 0.004
0.602 -0.509 1.194
0.342 0.151 0.195
-0.873 -1.458 0.222
0.310 0.064 0.684
1.638 1.616 1.199
-0.460 2.082 -0.496
-0.623 0.091 -2.297
0.652 -0.787 1.198
1.202 -0.242 -0.204
0.033 -0.355 0.594
1.325 -0.126 -0.826
0.320 -0.389 0.063
-0.241 -0.323 -0.745

## Properties
Energy above the lowest of the compared OMol25 structures with the same formula, charge and spin ... 185.44 kJ/mol
SMILES string ... C=CCC1(N2CCCC2)CCCCC1
Largest force on an atom ... 4.618 eV/A
HOMO energy ... -7.796 eV

***

(2)
A 2-piece molecular cluster, C3H8N3O overall. Source: the OMol25 dataset; level of theory: ωB97M-V/def2-TZVPD.

Atoms and positions in Å:
C  -1.067071  -0.846366  -0.973616
C  -0.896479  0.583631  -0.173713
C  -0.060974  -1.331751  0.868280
N  -0.611085  -1.803150  -0.270828
N  -0.234131  0.007608  0.932629
N  0.066779  0.908381  1.876997
O  1.804682  0.104270  -1.712286
H  -1.358427  -0.833298  -2.021573
H  -0.123419  1.283314  -0.577260
H  -1.863325  1.049746  0.011274
H  0.091098  -2.125468  1.583321
H  0.457885  0.704362  2.809380
H  -0.373656  1.812453  1.764357
H  1.408315  0.478847  -2.470303
H  2.759808  0.007421  -1.646659

Atomic forces in eV per Å
0.784 3.018 0.280
0.833 -2.700 -2.963
-1.927 2.668 0.218
-0.440 -0.479 -2.192
0.409 -2.257 2.780
0.923 0.770 1.751
-0.428 -0.967 2.560
-0.387 -0.580 0.356
-0.951 -0.524 -0.477
0.095 -0.021 0.447
1.071 0.853 0.896
-0.479 -0.461 -1.121
0.120 -0.345 0.019
0.605 0.600 -1.581
-0.229 0.426 -0.973

## Properties
Energy above the lowest of the compared OMol25 structures with the same formula, charge and spin ... 347.89 kJ/mol
Total charge ... +1
Largest force on an atom ... 4.094 eV/A
HOMO energy (spin up / spin down) ... -13.955 / -13.956 eV

***

(3)
A 2-piece molecular cluster, C3H5O3 overall. Source: the OMol25 dataset; level of theory: ωB97M-V/def2-TZVPD.

Atoms and positions in Å:
C  -0.523682  1.644416  -1.357697
C  0.303121  0.587526  -1.179157
O  0.910090  0.400906  0.008851
H  -0.452372  2.219256  -2.275961
H  -1.158864  1.989395  -0.540586
H  0.821741  0.155551  -2.031212
H  1.033027  -0.583994  0.245849
O  0.519498  -2.030300  0.837297
C  -0.211192  -1.622906  1.800820
O  -0.413081  -2.041888  2.939262
H  -0.828284  -0.717961  1.552534

Atomic forces in eV per Å
0.059 -0.739 0.115
1.131 2.298 0.213
-0.570 -1.195 0.119
-0.773 -0.526 -0.254
0.636 0.309 -0.048
-0.069 -0.298 -0.136
-0.598 0.220 -0.142
0.241 -0.024 0.779
-0.722 0.600 -0.643
0.516 -0.748 0.176
0.148 0.103 -0.177

## Properties
Energy above the lowest of the compared OMol25 structures with the same formula, charge and spin ... 99.50 kJ/mol
Total charge ... -1
Largest force on an atom ... 2.570 eV/A
HOMO energy ... -4.404 eV

***

(4)
An isolated ion of composition C4H8N2O2 and charge +1. Source: the OMol25 dataset; level of theory: ωB97M-V/def2-TZVPD.

Atoms and positions in Å:
N  -1.841417  2.004158  -0.808536
C  -1.371707  0.616181  -0.437409
C  -0.129870  0.204839  -1.171950
N  1.071715  -0.392045  -0.444936
C  0.742203  -1.281840  0.667491
C  1.547285  -0.855519  1.919441
O  1.489960  -1.260745  3.044508
O  0.065157  0.431055  -2.368578
H  -1.800532  2.045785  -1.807594
H  -1.148797  2.577062  -0.443839
H  -2.237209  -0.081287  -0.727731
H  -1.196624  0.665653  0.716283
H  1.857826  -0.730800  -1.022257
H  0.830251  -2.392106  0.334768
H  -0.350849  -1.261560  0.880744
H  2.472609  -0.288832  1.669596

Atomic forces in eV per Å
-0.166 -3.253 0.088
-1.956 0.716 1.732
2.289 1.009 -3.122
-2.543 -1.197 0.254
-1.774 -1.124 -1.716
3.026 -0.869 1.811
-1.420 0.217 -1.587
-0.266 -1.101 3.250
-0.230 0.427 -0.695
1.308 1.921 0.633
1.452 0.613 0.670
-0.410 -0.513 -2.093
-0.348 0.639 -0.070
0.862 1.630 0.948
0.744 0.511 0.087
-0.568 0.374 -0.189

## Properties
Energy above the lowest of the compared OMol25 structures with the same formula, charge and spin ... 258.73 kJ/mol
Total charge ... +1
2S+1 ... 2
Largest force on an atom ... 4.001 eV/A
HOMO energy (spin up / spin down) ... -14.606 / -14.524 eV

***

(5)
A 4-piece molecular cluster, C33H59FN4O10PS4 overall. Source: the OMol25 dataset; level of theory: ωB97M-V/def2-TZVPD.

Atoms and positions in Å:
C  7.135954  1.916919  1.912332
C  6.534114  0.819859  1.024444
C  5.406629  1.297387  0.116348
C  5.708535  2.595862  -0.637453
C  4.871167  2.812759  -1.913018
C  3.665967  3.732953  -1.675450
C  2.740189  3.152858  -0.597591
C  1.245896  3.446810  -0.814583
C  0.392495  2.318131  -0.207181
C  -0.859508  2.820919  0.498526
C  -1.842994  1.731145  0.905733
C  -1.167298  0.468520  1.486741
N  -1.840985  -0.028897  2.699599
N  -2.617739  -1.080441  2.481754
C  -3.223367  -1.603633  3.526457
N  -4.055079  -2.745296  3.272694
C  -3.284785  -3.802568  2.560861
C  -5.221541  -2.273427  2.594309
C  -5.932050  -3.228110  1.704282
O  -5.564990  -1.131631  2.766730
C  -3.099627  -1.123122  4.837282
C  -3.772997  -1.793729  5.993354
C  -2.799353  -2.528425  6.864027
O  -2.894741  -2.695291  8.005998
F  -1.771064  -3.025651  6.177264
C  -2.309869  0.010906  5.020387
O  -2.131623  0.511601  6.250417
N  -2.921766  1.891261  6.548233
O  -4.000160  1.688097  6.761812
C  -1.669016  0.551876  3.882846
P  -0.641460  2.067821  4.118348
S  -1.715549  3.675307  4.167674
H  6.438098  2.733724  2.072988
H  7.341025  1.497553  2.895722
H  8.087158  2.286934  1.542740
H  6.103223  0.075985  1.695204
H  7.299018  0.282531  0.465792
H  5.093151  0.495012  -0.546561
H  4.545813  1.490524  0.761886
H  6.750441  2.543234  -0.951581
H  5.609956  3.450750  0.027537
H  4.454596  1.839694  -2.178221
H  5.474733  3.133952  -2.757958
H  3.117645  3.871578  -2.603843
H  4.066965  4.683019  -1.320939
H  2.834594  2.069426  -0.647158
H  3.046494  3.492323  0.390137
H  1.096367  3.425620  -1.891974
H  0.956447  4.410184  -0.402895
H  0.187214  1.550719  -0.947762
H  1.031685  1.837461  0.539974
H  -0.575976  3.456806  1.337609
H  -1.389547  3.472622  -0.196829
H  -2.541970  2.116202  1.649354
H  -2.437409  1.418360  0.053483
H  -1.245298  -0.314355  0.746108
H  -0.106918  0.589559  1.666438
H  -3.194894  -3.615432  1.494773
H  -2.282220  -3.855419  2.969503
H  -3.777432  -4.754222  2.716898
H  -5.369755  -3.247425  0.769701
H  -6.938896  -2.896259  1.512509
H  -5.895379  -4.241073  2.090922
H  -4.544857  -2.484960  5.674765
H  -4.235646  -1.052864  6.635177
H  -0.047220  1.797322  5.355189
H  0.395913  2.034624  3.178749
C  -9.456281  -0.539569  -1.759546
C  -10.691631  -1.392055  -2.080990
C  -10.266107  -2.864739  -2.004833
S  -8.906636  -2.929450  -0.831643
O  -7.706814  -3.325648  -1.529015
O  -9.319128  -3.608165  0.371230
C  -8.825867  -1.167241  -0.519605
H  -9.716467  0.503161  -1.587370
H  -8.752634  -0.577938  -2.593585
H  -11.472118  -1.195376  -1.344206
H  -11.100691  -1.155775  -3.061277
H  -11.062916  -3.511563  -1.647753
H  -9.891631  -3.231117  -2.958244
H  -7.789897  -0.876374  -0.359624
H  -9.415909  -0.966125  0.373952
C  9.807350  1.607592  -3.684975
C  9.219167  0.975780  -4.953639
C  8.480153  -0.299997  -4.528725
S  7.936393  -0.023697  -2.836081
O  8.626635  -0.949737  -1.976115
O  6.500531  0.104438  -2.790239
C  8.685076  1.592923  -2.652103
H  10.167348  2.618892  -3.864989
H  10.648052  1.009384  -3.328277
H  8.517777  1.672087  -5.417053
H  9.990952  0.752394  -5.687778
H  7.608112  -0.500134  -5.145648
H  9.137741  -1.166468  -4.522043
H  9.030375  1.712658  -1.627776
H  7.922494  2.336250  -2.883161
C  0.999297  -2.290186  -3.890541
C  -0.332754  -3.027854  -3.691571
C  -0.923863  -2.551949  -2.357189
S  -0.302659  -0.882806  -2.109183
O  0.548284  -0.888959  -0.940386
O  -1.390050  0.061230  -2.216678
C  0.717888  -0.824201  -3.573594
H  1.380906  -2.408715  -4.902334
H  1.748887  -2.682025  -3.200328
H  -1.014574  -2.778257  -4.505964
H  -0.200554  -4.107868  -3.695500
H  -2.010723  -2.520684  -2.369907
H  -0.577966  -3.157630  -1.521536
H  1.612054  -0.239962  -3.365103
H  0.131895  -0.349003  -4.359690

Atomic forces in eV per Å
0.073 -0.527 0.223
-0.244 -0.076 0.287
-0.325 0.421 0.518
0.370 -0.480 -0.814
-0.812 -0.385 0.582
0.656 -0.109 0.487
-0.375 0.160 -0.634
0.320 -0.730 -0.024
0.458 0.389 0.631
-0.169 0.038 -0.744
0.045 -0.124 0.583
-0.208 0.197 -0.899
-0.101 -0.466 -0.136
0.318 0.426 0.374
-0.268 -0.292 0.548
0.734 0.551 -1.316
-0.250 -0.152 0.267
-0.171 -0.195 0.407
0.565 -0.258 -0.019
-0.144 0.384 0.121
-0.049 0.231 -0.287
0.101 0.508 -0.103
-0.363 0.270 -0.871
-0.135 -0.303 1.962
0.668 -0.291 -0.657
-0.329 -0.442 0.015
0.628 -0.918 -0.794
-0.547 1.134 0.590
0.052 -0.047 -0.214
0.402 -0.024 0.300
-0.525 0.873 0.451
-0.041 -0.165 -0.175
0.003 0.207 -0.094
0.127 0.028 0.109
-0.031 0.302 -0.177
-0.031 -0.201 -0.051
0.164 0.129 -0.163
0.161 -0.009 -0.281
-0.134 -0.042 0.074
0.191 0.143 0.146
0.085 0.147 0.076
0.156 -0.130 -0.311
0.087 0.230 -0.011
-0.050 0.182 -0.116
-0.235 0.353 -0.273
0.112 -0.176 0.183
0.077 -0.173 0.189
-0.294 0.425 -0.111
-0.035 0.207 -0.127
-0.194 0.135 0.001
0.022 -0.191 0.051
0.012 -0.022 0.178
-0.106 0.158 0.043
-0.075 0.160 -0.007
-0.002 -0.041 -0.157
0.034 -0.332 0.158
0.073 0.045 0.340
-0.037 0.120 -0.115
0.046 -0.038 0.212
0.012 -0.146 0.022
-0.143 -0.004 -0.234
-0.240 0.006 0.035
-0.249 -0.114 0.068
-0.012 -0.128 -0.206
-0.118 0.068 0.061
0.235 -0.378 -0.143
-0.004 -0.323 -0.022
-0.019 -0.088 -0.048
0.054 0.010 0.063
-0.243 0.141 -0.131
-0.183 0.260 -0.050
0.084 -0.109 0.130
0.209 -0.138 0.034
-0.054 0.243 -0.127
-0.001 0.009 -0.002
0.026 0.015 0.015
0.007 -0.006 0.018
-0.010 -0.011 -0.010
0.076 -0.092 0.038
0.097 -0.028 0.038
0.029 -0.116 0.043
0.003 -0.044 0.022
-0.013 -0.102 -0.036
-0.020 0.022 0.065
0.079 0.120 -0.291
0.135 0.234 -0.106
-0.141 -0.073 0.093
-0.039 -0.174 0.066
0.227 0.156 -0.101
0.007 0.008 0.004
0.005 0.014 0.029
-0.014 0.006 0.017
-0.002 -0.011 -0.014
-0.050 -0.081 0.081
-0.023 -0.030 0.108
-0.089 -0.084 0.046
-0.036 -0.023 0.002
-0.076 -0.069 0.116
0.037 0.066 -0.018
-0.054 -0.250 -0.226
-0.062 -0.445 -0.378
-0.112 0.115 0.145
0.058 0.114 0.284
0.186 -0.063 -0.163
0.010 0.011 -0.010
0.029 0.027 -0.011
-0.006 0.020 0.002
-0.007 -0.011 0.006
-0.004 0.085 0.081
0.057 0.090 0.044
-0.058 0.058 0.094
-0.040 0.032 0.036

## Properties
Total charge ... +1
Largest force on an atom ... 1.989 eV/A
HOMO energy ... -11.807 eV

***

(6)
An isolated molecule of C8H18S4. Source: the OMol25 dataset; level of theory: ωB97M-V/def2-TZVPD.

Atoms and positions in Å:
C  -4.077551  1.949785  -3.570988
C  -2.810730  1.279619  -3.067484
C  -1.519836  2.056321  -3.230383
C  -0.303123  1.304488  -2.675242
C  3.051036  -0.149957  3.047195
C  2.631661  -1.583732  2.841083
C  1.182165  -1.826289  3.085641
C  0.819015  -3.217276  3.476810
H  -4.264616  2.902737  -3.073343
H  -4.047078  2.146653  -4.637038
H  -4.970534  1.323716  -3.447987
H  -3.044378  1.094319  -2.007603
H  -2.701333  0.248941  -3.503344
H  -1.323885  2.150253  -4.302294
H  -1.581618  2.992145  -2.741290
H  -0.079387  0.452886  -3.362369
H  0.579074  1.950314  -2.674522
H  2.852125  0.113680  4.094292
H  4.108448  0.039488  2.855380
H  2.852886  -1.895470  1.838025
H  3.200490  -2.219035  3.526230
H  0.812542  -1.207848  3.904532
H  0.622958  -1.468807  2.188285
H  -0.232368  -3.432939  3.434845
H  1.054135  -3.459640  4.495452
H  1.260241  -4.023024  2.891229
S  -0.418837  0.677888  -0.922628
S  1.444257  -0.224694  -0.879866
S  2.827180  0.886449  0.277996
S  2.077061  1.139027  2.139387

Atomic forces in eV per Å
-0.288 0.050 -0.617
-0.762 -1.238 0.574
0.221 -1.595 0.024
0.418 -0.325 -0.456
-0.375 0.655 0.528
0.468 -0.068 0.247
-1.483 0.959 -0.432
-0.190 -1.500 -0.265
0.062 -0.024 0.075
0.190 0.183 -0.322
0.288 0.026 0.277
0.552 -0.036 -0.015
-0.059 0.891 0.172
0.002 0.485 0.073
-0.190 1.245 0.242
-0.170 0.378 0.792
-0.145 -0.033 -0.086
0.126 0.068 -0.072
-0.123 -0.081 -0.081
0.382 -0.262 -0.603
0.278 0.095 -0.051
0.100 0.407 0.051
0.199 -0.425 0.570
-0.752 0.287 -0.242
0.543 0.150 0.700
0.329 0.167 -0.339
0.600 0.082 -0.862
-0.178 -0.244 0.736
-0.542 0.425 -0.821
0.500 -0.721 0.202

## Properties
Energy above the lowest of the compared OMol25 structures with the same formula, charge and spin ... 61.86 kJ/mol
SMILES string ... CCCCSSSSCCCC
Largest force on an atom ... 1.818 eV/A
HOMO energy ... -8.494 eV